DFT (ωB97M-V/def2-TZVPD) results for a structure of composition C32H55Br6Cl9F9FeNO12S3 at a distorted geometry.

Geometry as XYZ:
```
128
C32H55Br6Cl9F9FeNO12S3 | the Open Molecules 2025 dataset | ωB97M-V/def2-TZVPD
Fe -2.3862 -1.6891 2.5148
C -3.3382 2.4249 6.4331
F -4.1200 3.2301 7.1873
F -2.7703 3.1704 5.5076
F -2.3606 1.7673 7.1212
S -4.3732 0.9773 5.6333
O -5.5536 1.6126 5.1294
O -3.5648 0.3874 4.5528
O -4.6761 -0.0382 6.6370
C 1.7552 -2.2846 0.2043
F 1.5139 -2.6585 1.4226
F 2.6218 -1.2347 0.3699
F 2.3222 -3.2198 -0.5172
S 0.1418 -1.6603 -0.5682
O 0.3560 -1.3866 -1.9661
O -0.8861 -2.6746 -0.3262
N -0.5134 -0.4032 0.4978
S -0.1619 0.8710 -0.4350
O 1.2298 0.8946 -0.9089
O -1.1709 1.0459 -1.4751
C -0.4052 2.4532 0.6719
F 0.1623 2.2774 1.8881
F 0.1054 3.5122 0.0980
F -1.7431 2.5000 0.9108
C -1.9794 7.2963 -3.0104
Cl -3.3244 7.8630 -4.0311
Cl -1.0008 8.7271 -2.4800
Cl -0.9738 6.0605 -3.8319
H -2.4023 6.7451 -2.1705
C -5.4274 1.5191 -6.0143
Cl -4.6823 0.5132 -4.8193
Cl -5.3892 0.6537 -7.5728
Cl -4.4330 3.0464 -6.0841
H -6.4582 1.7958 -5.7931
C 4.5112 -7.7951 -4.1168
Cl 5.5438 -8.0363 -2.6791
Cl 5.2687 -8.2571 -5.6703
Cl 4.0553 -6.0711 -4.2016
H 3.5389 -8.2872 -4.0947
C 1.1779 -2.6109 6.6173
C 2.0804 -1.7578 5.7274
C 1.0490 -0.9094 5.0652
O -0.0599 -1.7719 4.8213
C -0.1711 -2.7428 5.8542
H 1.0012 -1.9619 7.4750
H 1.5579 -3.5163 7.0907
H 2.6329 -2.3637 5.0092
H 2.7007 -1.1084 6.3452
H 1.2950 -0.3924 4.1377
H 0.7823 -0.0486 5.6783
H -0.0379 -3.7008 5.3517
H -1.0505 -2.5317 6.4627
C -6.9758 -1.8932 -0.5566
C -7.0038 -0.5584 0.2213
C -5.5642 -0.2603 0.3775
O -4.8969 -1.5286 0.5005
C -5.5777 -2.4273 -0.3880
H -7.0827 -1.6423 -1.6119
H -7.7509 -2.5959 -0.2507
H -7.5480 -0.6817 1.1577
H -7.6784 0.1479 -0.2626
H -5.3902 0.4573 1.1793
H -5.1926 0.2808 -0.4927
H -5.5146 -3.4339 0.0252
H -5.0561 -2.5288 -1.3397
C 4.7496 5.5043 -0.9893
C 6.2557 5.6760 -1.2318
C 6.6866 6.5330 -0.1218
O 5.9711 5.9579 0.9181
C 4.5925 5.8296 0.4773
H 4.3733 4.5078 -1.2208
H 4.1281 6.0852 -1.6707
H 6.3700 6.1316 -2.2154
H 6.7849 4.7230 -1.2299
H 6.3986 7.5838 -0.0916
H 7.7414 6.5394 0.1529
H 3.9961 6.7419 0.4869
H 3.9601 5.1978 1.1011
C -5.5501 -5.7840 3.5691
C -4.4604 -6.6850 3.3437
C -3.4265 -5.6883 2.8298
O -3.6963 -4.4087 3.3940
C -4.8439 -4.6219 4.2187
H -6.3632 -6.2306 4.1414
H -6.0364 -5.4222 2.6632
H -4.7653 -7.4116 2.5906
H -4.0676 -7.1740 4.2351
H -3.5983 -5.5959 1.7574
H -2.3981 -6.0062 3.0014
H -5.4595 -3.7228 4.1895
H -4.5943 -4.8430 5.2564
C 9.3085 -0.7467 -0.9596
C 7.8419 -0.7318 -0.5797
C 7.3230 0.6112 -1.0587
O 8.1572 0.8931 -2.2325
C 9.1655 -0.1091 -2.3488
H 9.7677 -1.7318 -1.0424
H 9.8994 -0.0787 -0.3329
H 7.6929 -0.7171 0.4999
H 7.2445 -1.5573 -0.9667
H 7.4658 1.4136 -0.3350
H 6.2749 0.5851 -1.3566
H 10.1476 0.2745 -2.6253
H 8.7464 -0.8018 -3.0786
Br -4.3281 6.7358 1.9819
C -5.8304 5.4575 2.4363
C -6.9498 5.4788 1.4699
Br -6.2410 4.9665 -0.2760
H -6.1323 5.7978 3.4269
H -5.4167 4.4802 2.6845
H -7.4045 6.4595 1.3301
H -7.7045 4.7658 1.8018
Br 6.3542 2.0951 -6.4413
C 4.7987 1.6497 -5.2208
C 4.6189 0.1040 -4.9330
Br 4.4966 -1.0295 -6.5739
H 3.8965 1.9459 -5.7560
H 4.9529 2.1612 -4.2707
H 3.7898 -0.0757 -4.2486
H 5.4765 -0.1940 -4.3298
Br 0.1180 -5.5053 -6.7331
C -0.0471 -3.6103 -6.1822
C -0.1749 -2.6725 -7.4153
Br -0.4844 -0.8072 -6.8612
H 0.8336 -3.3564 -5.5922
H -0.8804 -3.5083 -5.4870
H -0.9921 -2.8715 -8.1086
H 0.7085 -2.7548 -8.0484
```

The maximum force comes out at 0.079 hartree/bohr. The value obtained for the LUMO energy (alpha / beta) is -0.16746 / -0.20674 hartree. As for the HOMO-LUMO gap (alpha / beta): 4.893 / 3.766 eV. The spin multiplicity is 5.


DFT (ωB97M-V/def2-TZVPD) results for an isolated molecule of C3H2FNO at a distorted geometry.

Geometry as XYZ:
```
8
C3H2FNO | the Open Molecules 2025 dataset | ωB97M-V/def2-TZVPD
C -0.9968 -0.0845 0.0660
C -0.1969 1.0185 0.0037
C 1.0226 -0.7949 0.0002
H -0.2753 2.1003 -0.0402
H 1.8915 -1.3497 -0.0574
N -0.1966 -1.2501 0.0156
O 1.0757 0.5369 0.0208
F -2.3242 -0.1766 -0.0088
```

The maximum force comes out at 0.068 hartree/bohr. As for the energy above the lowest of the compared OMol25 structures with the same formula, charge and spin: 0.116 eV. The value obtained for the LUMO energy is 0.03532 hartree. As for the HOMO-LUMO gap: 10.674 eV. The structure (SMILES) is Fc1cocn1.


DFT (ωB97M-V/def2-TZVPD) results for a cluster of 2 separate species, C3H9O2 in total at a distorted geometry.

Geometry as XYZ:
```
14
C3H9O2 | the Open Molecules 2025 dataset | ωB97M-V/def2-TZVPD
C -2.0211 -1.4191 -1.1272
O -1.5258 -0.1500 -1.4420
H -3.1170 -1.4242 -1.0338
H -1.8522 -2.1211 -1.9592
H -1.5037 -1.9077 -0.2759
C 1.3201 0.6834 0.3557
O 0.1488 0.0409 0.5691
C 2.0960 0.9154 1.6917
H 1.9999 0.0097 -0.2296
H 1.2402 1.6623 -0.2003
H -0.9263 0.0646 -0.6425
H 2.8144 1.7156 1.5021
H 1.3878 1.3516 2.4061
H 2.5251 0.0393 2.1868
```

Its total charge is -1. The maximum force comes out at 0.029 hartree/bohr. As for the energy above the lowest of the compared OMol25 structures with the same formula, charge and spin: 0.666 eV. The value obtained for the LUMO energy is 0.16429 hartree. As for the HOMO-LUMO gap: 7.365 eV.


Q: Look up the maximum force of the second one.
A: 0.068 hartree/bohr